*a*
This record from the OMol25 dataset describes 2 unconnected molecules or ions with the total composition C4H5OP. The level of theory is ωB97M-V/def2-TZVPD.

Its net charge is 0. The gap between HOMO and LUMO is 6.980 eV. The value obtained for the HOMO energy is -8.78 eV.

Positions of all 11 atoms, in Å:
P  -0.79  -1.82  -1.37
O  1.16  -2.35  2.10
C  0.67  -2.02  1.10
C  -0.64  1.71  -0.12
C  0.08  -1.66  0.05
C  0.45  1.05  0.18
H  -1.00  1.68  -1.23
H  0.93  1.13  1.05
H  -1.08  2.38  0.64
H  1.07  0.46  -0.50
H  -0.84  -0.57  -1.90


*b*
This record from the OMol25 dataset describes a single C4H5OP molecule. The level of theory is ωB97M-V/def2-TZVPD.

Its net charge is 0. The gap between HOMO and LUMO is 9.620 eV. The value obtained for the HOMO energy is -9.16 eV.

Positions of all 11 atoms, in Å:
P  0.64  -1.82  0.60
O  1.21  -2.22  -1.95
C  -0.59  0.40  -0.54
C  0.70  -1.46  -1.22
C  -0.02  -0.24  -1.57
C  -0.18  -0.19  0.77
H  -1.13  1.29  -0.47
H  1.90  -1.04  0.51
H  0.16  0.24  -2.58
H  0.52  0.48  1.29
H  -0.99  -0.12  1.48


*c*
This record from the OMol25 dataset describes a single C4H5OP molecule. The level of theory is ωB97M-V/def2-TZVPD.

Its net charge is 0. The gap between HOMO and LUMO (alpha / beta) is 7.533 / 8.385 eV. The value obtained for the HOMO energy (alpha / beta) is -8.02 / -8.68 eV.

Positions of all 11 atoms, in Å:
P  0.63  -1.79  0.49
O  0.69  -0.96  2.12
C  1.28  -0.23  1.20
C  0.47  1.19  0.49
C  -0.74  -0.82  -0.35
C  -0.15  0.63  -0.73
H  -1.10  -1.33  -1.31
H  0.37  0.55  -1.60
H  -1.56  -0.48  0.37
H  -1.07  1.18  -1.04
H  1.17  2.07  0.35


*d*
This record from the OMol25 dataset describes a single C4H5OP molecule. The level of theory is ωB97M-V/def2-TZVPD.

Its net charge is 0. The gap between HOMO and LUMO is 8.205 eV. The value obtained for the HOMO energy is -9.08 eV.

Positions of all 11 atoms, in Å:
P  -1.32  -0.01  -0.34
O  -2.62  0.05  0.23
C  1.16  -0.66  0.22
C  1.05  0.73  0.31
C  -0.20  -1.34  0.06
C  -0.14  1.29  0.07
H  -0.27  2.29  0.02
H  -1.35  -0.06  -1.68
H  1.95  1.44  0.51
H  -0.37  -2.41  0.25
H  2.09  -1.33  0.35


Relative energies, unit hartree: *a* 0.0974; *b* 0.0000; *c* 0.1533; *d* 0.0160


*a*
This record from the OMol25 dataset describes a single C17H28N2O4 molecule. The level of theory is ωB97M-V/def2-TZVPD.

Its net charge is 0. The gap between HOMO and LUMO is 9.029 eV. The value obtained for the HOMO energy is -8.16 eV.

Positions of all 51 atoms, in Å:
O  -0.08  -1.45  -0.15
O  0.23  1.60  1.89
O  -1.32  0.92  3.91
O  2.96  1.39  2.05
N  -1.93  -1.48  -6.10
N  -0.85  -0.47  -3.69
C  2.24  1.05  3.16
C  1.97  0.33  5.43
C  -0.38  -0.52  0.86
C  -0.50  -1.43  -5.88
C  0.02  0.82  4.13
C  -0.44  -0.28  -2.31
C  -2.28  -0.52  -3.89
C  0.84  1.14  3.04
C  0.60  0.42  5.33
C  2.79  0.64  4.36
C  -2.25  -1.46  -7.51
C  -2.57  -0.39  -5.39
C  0.39  0.81  0.73
C  4.36  1.37  2.14
C  -0.21  -1.57  -4.38
C  -0.87  -1.39  -1.32
C  -2.19  0.67  4.98
H  -3.65  -0.45  -5.56
H  -2.12  -0.36  5.33
H  4.73  2.05  2.91
H  -0.85  0.68  -1.98
H  -2.21  0.59  -5.74
H  -3.33  -1.54  -7.63
H  -0.01  0.18  6.19
H  -3.19  0.84  4.58
H  -1.46  -0.32  0.91
H  4.72  1.70  1.16
H  1.44  0.59  0.53
H  -2.72  -1.47  -3.53
H  4.74  0.36  2.33
H  -0.01  1.43  -0.08
H  3.86  0.56  4.48
H  0.65  -0.22  -2.29
H  -0.03  -2.26  -6.41
H  -1.78  -2.31  -8.00
H  2.42  0.02  6.37
H  0.86  -1.52  -4.21
H  -2.02  1.35  5.81
H  -2.75  0.31  -3.36
H  -1.91  -0.54  -8.02
H  -0.59  -2.55  -4.05
H  -0.06  -0.49  -6.24
H  -0.72  -2.37  -1.80
H  -1.93  -1.29  -1.06
H  -0.07  -1.00  1.79


*b*
This record from the OMol25 dataset describes a single C17H28N2O4 molecule. The level of theory is ωB97M-V/def2-TZVPD.

Its net charge is 0. The gap between HOMO and LUMO is 9.043 eV. The value obtained for the HOMO energy is -8.44 eV.

Positions of all 51 atoms, in Å:
O  0.40  3.41  1.35
O  2.88  2.40  -0.90
O  -2.01  2.47  0.99
O  -0.19  -5.94  -1.30
N  -0.70  -2.80  1.47
N  0.63  2.59  -1.18
C  -1.12  1.60  1.55
C  -1.40  0.30  1.91
C  -3.36  2.10  0.94
C  0.88  -0.04  2.56
C  1.28  1.98  -3.45
C  -0.40  -0.54  2.42
C  1.79  2.82  -0.56
C  0.02  -5.19  -0.13
C  1.18  1.27  2.21
C  0.19  2.10  1.71
C  0.53  -3.78  -0.41
C  -1.07  1.70  -2.63
C  -0.72  -1.99  2.68
C  0.61  -2.94  0.87
C  0.40  1.62  -2.25
C  0.75  0.22  -1.74
C  1.61  3.70  0.69
H  -1.72  -2.08  3.12
H  1.13  1.27  -4.26
H  0.01  -2.42  3.38
H  2.19  1.63  2.32
H  -3.75  1.86  1.94
H  0.72  -5.71  0.54
H  1.25  -3.45  1.60
H  -3.53  1.24  0.28
H  2.33  1.97  -3.16
H  2.49  3.58  1.34
H  0.56  -0.52  -2.51
H  0.65  -5.99  -1.78
H  -1.34  -2.41  0.79
H  -2.39  -0.10  1.79
H  -3.90  2.96  0.54
H  1.79  0.18  -1.45
H  1.52  -3.83  -0.86
H  -0.96  -5.14  0.37
H  -1.32  2.70  -2.98
H  0.14  -0.02  -0.86
H  -1.70  1.47  -1.77
H  1.03  2.98  -3.82
H  -0.15  -3.30  -1.12
H  1.55  4.75  0.39
H  -0.20  2.97  -0.74
H  1.08  -1.97  0.63
H  1.66  -0.68  2.95
H  -1.30  1.00  -3.43


Relative energies, unit hartree: *a* 0.0830; *b* 0.0000


*a*
This record from the OMol25 dataset describes a single C8H13N molecule. The level of theory is ωB97M-V/def2-TZVPD.

Its net charge is 0. The gap between HOMO and LUMO (alpha / beta) is 6.802 / 7.981 eV. The value obtained for the HOMO energy (alpha / beta) is -6.04 / -7.15 eV.

Positions of all 22 atoms, in Å:
N  1.35  0.64  0.24
C  -1.30  0.11  -0.93
C  -0.41  0.82  1.96
C  1.11  0.91  -1.01
C  -0.17  0.39  -1.73
C  0.76  0.14  1.27
C  1.42  -1.01  2.05
C  -2.26  -0.15  -0.07
C  0.22  -0.63  -2.67
H  1.84  1.28  -1.63
H  -0.69  -0.99  -3.07
H  -2.28  0.09  1.01
H  -0.81  1.69  1.33
H  0.79  -1.96  1.92
H  2.36  -1.29  1.54
H  1.67  -0.64  3.08
H  -3.27  -0.45  -0.33
H  -0.36  1.30  -2.30
H  -0.29  1.38  2.94
H  0.77  -1.47  -2.28
H  0.81  -0.29  -3.48
H  -1.24  0.13  2.16


*b*
This record from the OMol25 dataset describes a single C8H13N molecule. The level of theory is ωB97M-V/def2-TZVPD.

Its net charge is 0. The gap between HOMO and LUMO is 9.601 eV. The value obtained for the HOMO energy is -8.46 eV.

Positions of all 22 atoms, in Å:
N  1.04  -0.76  0.33
C  -0.62  1.49  0.09
C  -1.67  -1.40  0.24
C  2.06  -0.47  -0.63
C  -0.25  -0.89  -0.16
C  3.00  0.36  0.22
C  -1.95  1.25  -0.18
C  0.08  0.31  0.68
C  -2.61  -0.17  -0.07
H  2.49  1.27  0.73
H  -0.33  -0.59  -1.14
H  -3.49  -0.25  0.53
H  2.59  -1.40  -1.04
H  -0.11  0.33  1.77
H  3.80  0.82  -0.39
H  -2.07  -2.35  -0.23
H  1.72  0.18  -1.42
H  -3.00  -0.40  -1.05
H  -2.46  2.07  -0.53
H  -0.10  2.42  -0.24
H  3.49  -0.16  1.10
H  -1.61  -1.67  1.36


*c*
This record from the OMol25 dataset describes a single C8H13N molecule. The level of theory is ωB97M-V/def2-TZVPD.

Its net charge is 0. The gap between HOMO and LUMO is 11.244 eV. The value obtained for the HOMO energy is -10.38 eV.

Positions of all 22 atoms, in Å:
N  -2.81  -0.89  0.72
C  0.58  -0.67  0.60
C  -1.87  -0.52  0.21
C  0.47  0.15  1.95
C  -0.50  -1.16  -1.74
C  2.06  -0.31  0.03
C  -1.35  1.98  -0.28
C  -0.44  1.20  -0.76
C  -0.55  -0.36  -0.46
H  0.39  1.50  -1.38
H  0.64  -1.75  0.88
H  2.16  -0.60  -1.08
H  -2.08  1.57  0.42
H  -1.34  -0.77  -2.29
H  2.85  -0.94  0.58
H  1.15  -0.28  2.73
H  -1.28  3.04  -0.54
H  0.41  -1.00  -2.34
H  -0.56  0.07  2.35
H  -0.80  -2.16  -1.24
H  2.12  0.81  0.08
H  0.71  1.09  1.58


Relative energies, unit hartree: *a* 0.1463; *b* 0.0756; *c* 0.0000


*a*
This record from the OMol25 dataset describes 2 unconnected molecules or ions with the total composition C4H7N3O2. The level of theory is ωB97M-V/def2-TZVPD.

Its net charge is 0. The gap between HOMO and LUMO (alpha / beta) is 7.497 / 7.496 eV. The value obtained for the HOMO energy (alpha / beta) is -7.73 / -7.72 eV.

Positions of all 16 atoms, in Å:
O  -2.70  -0.36  -0.56
O  -1.69  1.55  0.00
N  2.63  -1.29  0.13
N  -0.48  -1.82  0.18
N  1.26  2.00  0.11
C  2.09  -0.29  -0.11
C  1.25  0.76  -0.45
C  -0.54  -0.45  0.42
C  -1.67  0.35  -0.05
H  1.57  2.06  1.07
H  -0.18  -0.17  1.40
H  0.38  -2.23  0.54
H  -0.60  -2.08  -0.79
H  0.42  2.53  -0.09
H  0.89  0.74  -1.48
H  -2.62  -1.29  -0.31


*b*
This record from the OMol25 dataset describes a single C4H7N3O2 molecule. The level of theory is ωB97M-V/def2-TZVPD.

Its net charge is 0. The gap between HOMO and LUMO (alpha / beta) is 7.635 / 7.782 eV. The value obtained for the HOMO energy (alpha / beta) is -8.18 / -8.45 eV.

Positions of all 16 atoms, in Å:
O  3.29  0.25  -0.89
O  2.15  -1.51  -0.39
N  2.28  -0.42  -0.90
N  -0.01  -0.53  -1.66
N  -0.67  -0.11  0.52
C  -1.97  0.10  1.16
C  -0.84  -0.72  -0.67
C  1.14  0.14  -1.55
C  0.34  0.67  0.87
H  1.44  1.03  -2.15
H  0.05  1.63  1.06
H  -2.50  -0.75  1.27
H  -1.78  0.50  2.22
H  -1.66  -1.36  -0.80
H  -2.49  0.87  0.66
H  1.23  0.22  1.26


Relative energies, unit hartree: *a* 0.0000; *b* 0.1697


*a*
This record from the OMol25 dataset describes 2 unconnected molecules or ions with the total composition C4H7N3O2. The level of theory is ωB97M-V/def2-TZVPD.

Its net charge is 0. The gap between HOMO and LUMO is 11.014 eV. The value obtained for the HOMO energy is -10.59 eV.

Positions of all 16 atoms, in Å:
O  2.22  -4.25  -3.21
O  3.09  -0.83  -0.20
N  1.29  -2.62  -1.89
N  -1.11  -4.41  -0.03
N  2.34  -4.48  -0.96
C  1.95  -3.85  -2.09
C  -0.69  -3.57  -0.71
C  -0.01  -2.42  -1.27
C  0.19  -2.26  -2.75
H  -0.24  -3.04  -3.38
H  2.64  -1.51  -0.73
H  2.82  -5.36  -1.02
H  0.22  -1.25  -3.16
H  2.33  -4.01  -0.07
H  2.85  0.05  -0.57
H  -0.13  -1.51  -0.67


*b*
This record from the OMol25 dataset describes 3 unconnected molecules or ions with the total composition C4H7N3O2. The level of theory is ωB97M-V/def2-TZVPD.

Its net charge is 0. The gap between HOMO and LUMO is 7.778 eV. The value obtained for the HOMO energy is -7.77 eV.

Positions of all 16 atoms, in Å:
O  1.14  1.76  -1.47
O  -0.45  -1.69  0.54
N  0.33  1.67  0.91
N  0.60  0.44  0.36
N  -1.13  -0.06  2.14
C  0.29  -0.72  -1.64
C  -0.69  -1.50  -0.87
C  -0.51  -0.44  1.03
C  0.60  0.69  -1.14
H  -0.70  -2.53  -1.11
H  -1.79  -1.16  -1.23
H  1.31  -1.25  -1.73
H  -0.72  1.59  2.36
H  -2.07  -0.74  2.52
H  -0.34  -0.65  -2.78
H  2.07  1.78  1.26


Relative energies, unit hartree: *a* 0.0000; *b* 0.3897